[1]
This record from the OMol25 dataset describes a molecular structure, C4H2AgLiO2. The level of theory is ωB97M-V/def2-TZVPD.

Output
spin multiplicity	1
max |F|	5.1	eV Å⁻¹
energy	-12474.3331	eV
ΔE to the lowest compared entry with this formula, charge and spin	1.768	eV

XYZ file:
```
10
C4H2AgLiO2 (ωB97M-V/def2-TZVPD)
H 2.89923 -0.75380 0.11099
O 2.84312 0.18158 -1.74334
C 2.38549 -0.01809 -0.53443
C 1.21928 0.51183 -0.06635
C 0.01793 0.84455 0.21907
Li 1.19379 -0.10181 -2.53656
O -2.39644 0.32695 0.50658
C -1.45761 0.83602 -0.22558
Ag -1.10467 -1.14679 1.57444
H -1.76919 1.67872 -0.88471
```

Atomic partial charges in e from the Mulliken method, atoms 1 to 2: number 1, H, carries 0.240; number 2, O, carries -0.845

[2]
This record from the OMol25 dataset describes 2 unconnected molecules or ions with the total composition C9H20O. The level of theory is ωB97M-V/def2-TZVPD.

Output
spin multiplicity	1
max |F|	0.5	eV Å⁻¹
energy	-11700.2755	eV
ΔE to the lowest compared entry with this formula, charge and spin	4.797	eV

XYZ file:
```
30
C9H20O (ωB97M-V/def2-TZVPD)
C 0.03187 0.97886 -1.22271
C -2.10990 0.89507 1.24491
C -1.09180 0.50623 -2.07753
C 0.15082 2.41935 -0.87255
O -0.91653 0.45184 0.62365
H 0.97218 0.48989 -1.41043
H -1.94794 1.13999 2.30350
H -2.43654 1.81408 0.74286
H -2.92494 0.16195 1.17135
H 0.88211 2.56696 -0.07701
H -1.16594 -0.58162 -2.06263
H -0.91353 0.80766 -3.12053
H -2.04875 0.92715 -1.76665
H -0.80189 2.85181 -0.56316
H 0.50239 2.98245 -1.74970
C 2.37050 0.04689 0.78389
C 1.46599 -1.83886 -0.64680
C -0.87918 -2.03083 1.25064
C 1.20487 -0.82399 0.42296
C 0.06413 -0.85030 1.25099
H 0.20924 -0.42187 2.24209
H 2.11320 0.76683 1.56357
H 2.73603 0.61997 -0.08291
H 3.23385 -0.53614 1.13631
H 1.87620 -1.36526 -1.55284
H 0.57323 -2.38730 -0.94824
H 2.21792 -2.58037 -0.33957
H -1.24825 -2.23802 0.24582
H -0.37601 -2.92803 1.62103
H -1.74333 -1.84440 1.88973
```

Atomic partial charges in e from the Mulliken method, atoms 1 to 2: number 1, C, carries 0.474; number 2, C, carries -0.997

[3]
This record from the OMol25 dataset describes a molecular structure, C4H7N2O. The level of theory is ωB97M-V/def2-TZVPD.

Output
charge	+1
spin multiplicity	1
max |F|	4.3	eV Å⁻¹
energy	-9277.3936	eV
ΔE to the lowest compared entry with this formula, charge and spin	5.396	eV

XYZ file:
```
14
C4H7N2O (ωB97M-V/def2-TZVPD)
C 0.66139 -0.41837 0.56097
C -0.56965 -0.05034 0.33295
C 1.75059 0.10518 -0.48549
C -1.93377 0.18580 0.57231
N 1.01460 0.79479 -1.44026
N -0.22069 1.03779 -1.21879
O -1.00917 1.74013 -1.74605
H 1.06391 -1.25178 1.02082
H 2.49567 0.77069 0.14073
H 2.19492 -0.85336 -0.90807
H -2.07897 1.00962 1.25701
H -2.42480 -0.64515 0.92654
H -2.38297 0.34884 -0.31808
H 1.47951 1.21896 -2.20412
```

Atomic partial charges in e from the Mulliken method, atoms 1 to 2: number 1, C, carries -0.708; number 2, C, carries 0.828